The following is a DFT calculation (ωB97M-V/def2-TZVPD) of a single C5H12N2O molecule at a distorted geometry.

Structure (ORCA input):
```
! RIJCOSX wB97M-V def2-TZVPD def2/J DEFGRID3
* xyz 0 1
C -1.305 0.017 2.015
C -1.505 -0.003 0.528
N -0.919 1.184 -0.240
C -0.544 -0.162 -0.598
O -1.216 -0.727 -1.694
N 0.829 -0.548 -0.565
C 1.498 -0.432 0.715
C 1.579 0.113 -1.628
H -0.415 0.575 2.282
H -1.250 -1.000 2.399
H -2.162 0.500 2.483
H -2.498 -0.363 0.258
H -1.594 1.628 -0.850
H -0.893 -0.317 -2.505
H 0.979 -1.055 1.439
H 2.509 -0.825 0.596
H 1.560 0.603 1.073
H 1.500 1.209 -1.569
H 1.223 -0.222 -2.602
H 2.623 -0.175 -1.539
*
```

Results
Gap between HOMO and LUMO, eV: 9.7
Structure (SMILES): C[C@H]1N[C@@]1(O)N(C)C
Highest occupied orbital energy, Ha: -0.322

=====

The following is a DFT calculation (ωB97M-V/def2-TZVPD) of C16H26Cl8F12N2O11S4V as an isolated structure at a distorted geometry.

Structure (ORCA input):
```
! RIJCOSX wB97M-V def2-TZVPD def2/J DEFGRID3
* xyz 0 2
O 10.106 -5.610 -20.350
V 10.223 -5.103 -18.854
C 13.978 -3.168 -17.866
F 13.506 -1.956 -17.840
F 15.290 -3.043 -17.993
F 13.784 -3.946 -16.764
S 13.176 -4.054 -19.463
O 14.096 -3.867 -20.556
O 12.962 -5.462 -19.152
N 11.490 -3.545 -19.494
S 11.630 -2.534 -20.730
O 12.556 -1.395 -20.618
O 11.584 -3.315 -22.004
C 9.907 -1.654 -20.643
F 9.685 -1.095 -21.837
F 8.977 -2.575 -20.426
F 9.901 -0.609 -19.819
C 6.514 -5.146 -20.983
F 7.553 -5.419 -21.795
F 6.375 -3.814 -20.945
F 5.396 -5.704 -21.334
S 6.994 -5.875 -19.242
O 5.793 -6.195 -18.444
O 7.712 -7.070 -19.623
N 8.189 -4.819 -18.525
S 7.165 -3.817 -17.758
O 8.010 -2.722 -17.438
O 5.828 -3.511 -18.374
C 6.789 -4.657 -16.016
F 7.572 -4.113 -15.112
F 5.481 -4.464 -15.677
F 7.124 -5.936 -16.088
C 10.545 -3.228 -16.276
O 10.627 -4.551 -16.882
C 10.851 -5.573 -15.995
C 10.493 -6.951 -16.530
O 10.856 -6.996 -17.913
C 11.104 -8.275 -18.477
H 10.591 -2.526 -17.109
H 11.461 -3.025 -15.721
H 9.612 -2.945 -15.788
H 10.453 -5.511 -14.983
H 11.937 -5.517 -15.929
H 9.449 -7.180 -16.316
H 11.111 -7.668 -15.990
H 11.961 -8.297 -19.150
H 10.232 -8.726 -18.950
H 11.375 -9.052 -17.761
Cl 7.778 -3.933 -25.348
C 9.371 -3.422 -24.591
C 10.462 -3.426 -25.603
Cl 10.356 -2.227 -26.959
H 9.620 -4.063 -23.745
H 9.192 -2.397 -24.267
H 10.597 -4.372 -26.127
H 11.382 -3.191 -25.068
Cl 13.078 -7.026 -21.813
C 14.581 -6.294 -22.679
C 14.476 -6.446 -24.195
Cl 13.258 -5.270 -24.840
H 15.403 -6.830 -22.203
H 14.870 -5.344 -22.229
H 14.102 -7.408 -24.547
H 15.465 -6.269 -24.616
Cl 11.060 -10.266 -24.712
C 9.619 -9.291 -25.121
C 9.803 -8.040 -24.251
Cl 8.303 -7.015 -24.259
H 8.717 -9.878 -24.946
H 9.511 -9.186 -26.201
H 10.685 -7.443 -24.483
H 9.715 -8.306 -23.197
Cl 8.511 -10.076 -21.905
C 6.894 -9.989 -20.995
C 6.045 -8.961 -21.777
Cl 4.528 -8.801 -20.813
H 7.149 -9.795 -19.953
H 6.308 -10.900 -20.878
H 6.019 -9.279 -22.819
H 6.501 -7.986 -21.951
*
```

Results
Gap between HOMO and LUMO (alpha / beta), eV: 7.9 / 8.4
Highest occupied orbital energy (alpha / beta), Ha: -0.364 / -0.364

=====

Results for ΔE to the lowest compared entry with this formula, charge and spin: 253.5; 131.0 (in kJ/mol, following the order of the records).